No. 1
The following is a quantum chemistry calculation of 5 unconnected molecules or ions with the total composition C5H20O5 at a distorted geometry, from OMol25.

Its energy is -15743.5900 eV. As for the structure (SMILES): CO.CO.CO.CO.CO. The energy above the lowest of the compared OMol25 structures with the same formula, charge and spin comes out at 263.8 kJ/mol. As for the molar mass: 160.2 u. The HOMO energy is -0.37627 hartree. For the frontier orbital gap, the calculation gives 10.79 eV. Its max |F| is 0.0403 hartree/bohr.

The geometry in ORCA input format:
```
! wB97M-V def2-TZVPD RIJCOSX def2/J DEFGRID3
* xyz 0 1
C 1.21785 -17.11509 -8.24578
O 0.89005 -18.33231 -7.54662
H 2.12663 -16.57500 -7.98021
H 1.26135 -17.24197 -9.32749
H 0.49739 -16.31086 -8.09657
H 0.77911 -18.05047 -6.63565
C 0.36173 -12.61982 -5.34359
O 1.53423 -13.39125 -5.00565
H 0.29433 -11.72092 -4.73078
H 0.26485 -12.26014 -6.36796
H -0.53767 -13.22793 -5.24671
H 2.33746 -12.91297 -5.22398
C -6.37315 -20.62460 -0.99112
O -5.00428 -20.45081 -0.71577
H -6.61511 -20.93183 -2.00856
H -6.87335 -21.45683 -0.49585
H -6.91888 -19.70829 -0.76605
H -4.55754 -21.06116 -1.30696
C -5.65979 -19.64537 4.31051
O -4.40644 -19.25351 3.63370
H -5.64119 -19.36813 5.36449
H -6.47070 -19.10964 3.81703
H -5.81379 -20.71047 4.13743
H -4.55947 -19.45660 2.70799
C -0.33441 -17.12001 -1.48361
O -0.05731 -17.14251 -2.92254
H 0.62079 -16.83804 -1.04068
H -1.04820 -16.32330 -1.27418
H -0.61787 -18.10674 -1.11740
H 0.43575 -16.35082 -3.14994
*
```


No. 2
The following is a quantum chemistry calculation of a single C3H8N2O2 molecule at a distorted geometry, from OMol25.

Its energy is -10315.5426 eV. As for the structure (SMILES): NCC(=O)NCO. The energy above the lowest of the compared OMol25 structures with the same formula, charge and spin comes out at 136.0 kJ/mol. As for the molar mass: 104.1 u. The HOMO energy is -0.36648 hartree. For the frontier orbital gap, the calculation gives 10.62 eV. Its max |F| is 0.0466 hartree/bohr.

The geometry in ORCA input format:
```
! wB97M-V def2-TZVPD RIJCOSX def2/J DEFGRID3
* xyz 0 1
O -1.87905 -0.48986 -0.59543
C -0.81416 -0.13099 -0.15978
N -0.23376 -0.71127 0.95654
C 1.11829 -1.12287 1.06241
O 2.13273 -0.24631 1.57714
C -0.08915 1.09393 -0.71708
N -0.61508 1.55018 -1.99683
H -0.87697 -1.07194 1.64309
H 1.48538 -1.30730 0.04188
H 1.20015 -2.06560 1.58851
H 1.82704 0.66103 1.45896
H 0.99539 1.03958 -0.68487
H -0.37495 1.84100 0.03661
H -0.34973 0.84641 -2.68152
H -1.61421 1.35481 -1.96248
*
```


No. 3
The following is a quantum chemistry calculation of a single C18H23N3O5 molecule at a distorted geometry, from OMol25.

Its energy is -33744.0739 eV. As for the structure (SMILES): CC1=C(C(=O)NCc2ccc(N)cc2)[C@H](C(C)C)N(C(=O)CC(=O)O)O1. The energy above the lowest of the compared OMol25 structures with the same formula, charge and spin comes out at 461.9 kJ/mol. As for the molar mass: 361.4 u. The HOMO energy is -0.29697 hartree. For the frontier orbital gap, the calculation gives 8.71 eV. Its max |F| is 0.0802 hartree/bohr.

The geometry in ORCA input format:
```
! wB97M-V def2-TZVPD RIJCOSX def2/J DEFGRID3
* xyz 0 1
O -2.66416 1.73700 -0.69755
O 1.74085 -1.88533 -5.44910
O 3.17388 -0.50329 -1.74869
O 2.96062 -2.74069 -3.76888
O 0.28383 0.76007 -3.53024
C -1.93800 0.69633 -0.59887
C 2.43970 -1.69229 -4.48215
C 2.47052 -0.21675 -2.70941
C -0.92187 0.89404 -2.90026
C -0.81598 0.59001 -1.56976
C -0.48699 -0.82500 4.89163
C -1.46227 -2.70858 3.86242
C -0.96839 0.03983 3.97773
C -1.97539 -1.92353 2.88186
C -0.74925 -2.22155 4.93542
C -1.76279 -0.50841 2.93692
N -0.25701 -3.08086 5.86011
N -1.85011 -0.03631 0.58242
N 1.12547 0.23186 -2.51098
C -2.16955 1.20347 -3.61730
C 2.96369 -0.36197 -4.06397
C -2.39544 0.33162 1.87380
C 0.40726 3.00383 -0.75555
C 1.65424 1.58140 0.94868
C 0.55452 0.43162 -1.09719
C 1.17588 1.69670 -0.46359
H 2.80887 -3.57953 -4.25735
H 0.15013 -0.35639 5.66720
H -1.47460 -3.77976 3.64293
H -0.77176 1.07456 4.11824
H -2.49172 -2.25541 1.95063
H 0.06355 -2.67033 6.71185
H 0.07726 -4.00725 5.60689
H -1.18309 -0.78173 0.58705
H -3.05925 0.71944 -3.15615
H -2.06857 0.84156 -4.62110
H -2.27928 2.23699 -3.69532
H 4.08707 -0.27131 -4.09336
H 2.70552 0.37479 -4.84822
H -2.21902 1.38607 2.12939
H -3.57047 0.40294 1.88839
H 0.83606 3.92874 -0.33045
H -0.52357 2.85544 -0.28448
H 0.20765 3.14057 -1.88288
H 2.39619 2.40730 1.12456
H 0.82011 1.82172 1.63205
H 2.22214 0.67005 1.07853
H 0.69869 -0.48857 -0.64421
H 2.03480 1.83689 -1.11168
*
```


No. 4
The following is a quantum chemistry calculation of a molecular structure, C30H60CdF3O17 at a distorted geometry, from OMol25.

Its energy is -79581.9819 eV. As for the molar mass: 862.2 u. The HOMO energy (spin up / spin down) is -0.47449 / -0.47449 hartree. For the frontier orbital gap (spin up / spin down), the calculation gives 5.08 / 1.93 eV. Its max |F| is 0.1097 hartree/bohr.

The geometry in ORCA input format:
```
! wB97M-V def2-TZVPD RIJCOSX def2/J DEFGRID3
* xyz 2 2
Cd 1.71403 -2.63437 3.71959
C 1.10154 0.10604 1.76416
O 0.47376 -0.62729 0.70383
O 1.53123 -0.91704 2.62165
C 2.18797 1.15745 1.20375
F 2.65476 1.89313 2.16629
F 3.23039 0.64167 0.53632
F 1.66686 2.07475 0.42738
C -0.24398 0.10603 -0.26460
C -0.94972 -0.85711 -1.14345
H -1.68530 -0.40724 -1.81026
H -0.19154 -1.18378 -1.85518
H -1.29621 -1.72477 -0.58201
H 0.34076 0.72467 -0.94538
H -0.92469 0.80697 0.21855
H 0.35586 0.73587 2.24932
C -2.45305 2.99567 -1.02868
O -3.60546 3.71501 -1.56502
C -4.63955 3.81728 -0.64320
C -5.13627 2.45011 -0.01739
O -4.30588 1.68769 0.86570
C -4.83181 0.43083 1.13099
C -3.84602 -0.40708 1.90482
O -3.68199 -0.07169 3.27444
C -2.73034 0.96300 3.51604
H -2.55328 1.91976 -0.88560
H -2.07131 3.51620 -0.15037
H -1.70452 3.20306 -1.79341
H -5.43248 4.39099 -1.12300
H -4.31668 4.40582 0.21556
H -5.27752 1.86191 -0.92412
H -6.12527 2.53688 0.43253
H -5.23515 -0.06385 0.24741
H -5.69587 0.42641 1.79543
H -2.85035 -0.47082 1.46586
H -4.04306 -1.47857 1.93916
H -1.72379 0.58334 3.34053
H -2.86224 1.21544 4.56817
H -2.82996 1.90213 2.97178
C 1.77254 -0.12069 -5.90999
O 0.73482 0.83590 -6.07632
C 0.43213 1.50476 -4.86034
C -0.91660 2.19804 -4.83836
O -1.93871 1.25978 -4.76680
C -3.27464 1.80364 -4.59236
C -4.26999 0.70963 -4.47367
O -4.22856 -0.12393 -5.67339
C -5.06857 -1.25483 -5.47323
H 1.70401 -0.75438 -5.02578
H 2.70587 0.44198 -5.88980
H 1.71661 -0.69598 -6.83412
H 1.18931 2.27462 -4.71168
H 0.44664 0.78341 -4.04330
H -1.06310 2.88521 -5.67169
H -0.93786 2.70362 -3.87294
H -3.50293 2.52169 -5.38001
H -3.22425 2.39382 -3.67735
H -5.21434 1.18907 -4.21592
H -3.93861 0.17809 -3.58162
H -5.08198 -1.99412 -6.27409
H -6.12498 -0.98789 -5.44431
H -4.89522 -1.87252 -4.59204
C 3.97762 -3.93094 1.69359
O 2.62624 -3.67596 2.00069
C 1.74129 -4.59304 1.39350
C 0.28181 -4.08885 1.55108
O 0.08536 -3.61956 2.89315
C -1.10749 -2.95260 3.17984
C -1.04404 -2.76911 4.69713
O 0.22662 -2.25637 5.10050
C 0.32844 -2.06851 6.56217
H 4.36358 -4.75663 2.29140
H 4.56605 -3.03987 1.91230
H 4.17120 -4.09870 0.63412
H 1.88804 -5.57966 1.83300
H 1.93918 -4.60378 0.32167
H -0.44002 -4.83010 1.20815
H 0.12262 -3.27557 0.84303
H -2.07473 -3.38877 2.93024
H -1.14624 -2.02228 2.61318
H -1.23134 -3.68133 5.26360
H -1.82001 -2.05610 4.97566
H -0.58180 -1.56914 6.89413
H 1.15075 -1.41511 6.85367
H 0.36882 -3.03273 7.06886
C 4.22615 -2.16516 -1.78693
C 2.86041 -2.22242 -2.50207
C 2.83172 -3.28433 -3.61229
O 1.59124 -3.88567 -3.42000
C 1.15977 -3.71520 -2.13719
O 0.21945 -4.28834 -1.62654
O 1.90146 -2.70946 -1.57928
H 5.07841 -1.85950 -2.39383
H 4.39497 -3.13411 -1.31710
H 4.10969 -1.42029 -0.99971
H 2.58242 -1.25532 -2.92105
H 3.63462 -3.99727 -3.42477
H 2.92969 -2.87921 -4.61946
C 5.11789 4.07741 1.85938
C 4.53453 4.68773 3.13104
C 4.76737 3.77368 4.31400
O 5.02592 4.75745 5.35434
C 5.51529 5.85620 4.83766
O 6.05887 6.79342 5.48743
O 5.35191 5.81899 3.47067
H 6.16369 3.81470 2.01873
H 4.86485 4.72304 1.01841
H 4.61327 3.12279 1.71054
H 3.48170 4.94417 3.01323
H 5.70224 3.22502 4.19959
H 3.85465 3.22341 4.54256
*
```


No. 5
The following is a quantum chemistry calculation of 3 unconnected molecules or ions with the total composition C28H53N4O11P2 at a distorted geometry, from OMol25.

Its energy is -76939.6497 eV. As for the molar mass: 683.7 u. The HOMO energy is -0.40164 hartree. For the frontier orbital gap, the calculation gives 5.06 eV. Its max |F| is 0.1783 hartree/bohr.

The geometry in ORCA input format:
```
! wB97M-V def2-TZVPD RIJCOSX def2/J DEFGRID3
* xyz 1 1
C 2.25979 -5.74396 1.83944
C 1.95530 -6.47354 0.45286
O 2.10427 -7.72651 0.41125
O 1.57671 -5.84329 -0.76507
C 0.88601 -4.58966 -0.55610
C 1.83629 -3.28394 -0.77137
C 0.95175 -2.00248 -1.17702
N 1.97943 -0.92405 -1.51666
C 1.78727 0.03675 -0.38133
N 2.70255 0.64851 0.39800
N 0.30801 0.09345 -0.30862
C -0.00345 -1.37841 -0.04776
C -1.56325 -1.76470 -0.01470
C -2.10268 -1.40125 1.45862
C -3.67014 -1.10195 1.52786
O -4.18053 -0.04345 1.05664
N -4.51239 -2.10602 2.21236
C -5.11179 -3.06817 1.26339
C -4.42319 -4.47032 1.08657
C -5.05369 -5.53455 0.11713
C -6.36090 -5.15484 -0.64081
C -7.02652 -3.76509 -0.50129
C -6.40036 -2.72321 0.45552
H 2.91046 -4.83247 1.62328
H 1.29625 -5.48464 2.41733
H 2.84838 -6.46335 2.52119
H 0.09397 -4.51806 -1.39837
H 0.30495 -4.51253 0.42275
H 2.50726 -3.54542 -1.67264
H 2.41871 -3.13984 0.19900
H 0.31300 -2.05037 -2.12082
H 1.70717 -0.37037 -2.35573
H 2.84506 0.24245 1.34441
H 3.21115 1.51559 0.17335
H -0.08271 0.76162 0.37491
H 0.46557 -1.49684 1.00313
H -2.07040 -1.12086 -0.82374
H -1.73656 -2.88665 -0.22902
H -1.50845 -0.49039 1.85017
H -1.86528 -2.30841 2.13356
H -5.23897 -1.63714 2.77043
H -3.47543 -4.68061 1.68688
H -4.56367 -6.55836 0.00368
H -6.82495 -5.95711 -1.32212
H -7.99586 -3.51651 -1.07148
H -6.86170 -1.69252 0.58670
O -3.79932 4.92178 0.92972
P -5.23830 5.21409 1.37267
O -4.86144 6.28287 2.57895
C -4.45595 7.59636 2.22568
C -5.65257 8.45242 1.85963
O -5.35434 3.86084 2.33600
C -4.71008 2.64830 1.96082
C -3.47655 2.44342 2.81921
O -6.88246 5.52097 1.73244
C -7.84831 4.47234 1.70804
C -8.25331 4.13773 3.12817
H -3.72861 7.56477 1.40839
H -3.95680 8.02333 3.09897
H -6.11513 8.09280 0.93489
H -5.35736 9.49323 1.71622
H -6.41760 8.40286 2.63925
H -4.47017 2.63410 0.89568
H -5.41674 1.83295 2.13652
H -2.78516 3.28559 2.73094
H -2.95221 1.52871 2.53683
H -3.75526 2.37856 3.87414
H -7.47275 3.59491 1.17386
H -8.72023 4.83807 1.16001
H -7.40030 3.81204 3.72933
H -9.00873 3.35050 3.15056
H -8.65555 5.02376 3.62989
O 6.83870 1.88089 -1.60466
P 6.91404 0.65439 -2.52297
O 7.28452 -0.45039 -1.34504
C 6.26018 -0.87556 -0.46629
C 5.36533 -1.90282 -1.13140
O 8.47499 0.95175 -3.01280
C 8.94048 2.28810 -3.18649
C 9.84777 2.66619 -2.03265
O 6.89538 -0.65633 -3.62231
C 7.41947 -0.51636 -4.94222
C 8.72747 -1.27278 -5.03931
H 5.67931 -0.01632 -0.11349
H 6.74897 -1.32574 0.40135
H 4.79888 -1.44662 -1.94920
H 4.65869 -2.32521 -0.41429
H 5.95855 -2.71185 -1.56619
H 8.11100 2.99039 -3.29669
H 9.50750 2.31840 -4.12149
H 9.33538 2.56509 -1.07267
H 10.20083 3.69422 -2.13420
H 10.71224 1.99892 -1.99617
H 7.53583 0.53574 -5.21686
H 6.69588 -0.95488 -5.63394
H 9.46866 -0.89835 -4.32850
H 9.15088 -1.20608 -6.04265
H 8.57792 -2.32870 -4.79149
*
```